This record from the OMol25 dataset describes the molecule C3F6N2S in a non-equilibrium geometry. The level of theory is ωB97M-V/def2-TZVPD.

```
12
Properties=species:S:1:pos:R:3:forces:R:3
C -0.2379 -0.7998 2.4521 0.933 -1.650 1.677
C -0.1497 1.6668 -0.5794 1.335 -0.411 -0.130
C 0.3789 -1.1303 -0.9685 -0.747 0.276 -0.307
N -0.0302 -1.5119 3.3270 0.332 -0.923 1.558
N -0.5625 -0.0925 1.4580 1.243 2.979 -4.815
F 0.8599 2.5345 -0.8582 -1.192 -0.639 0.082
F -0.7347 1.2541 -1.7015 0.544 0.604 0.616
F -1.0255 2.1937 0.2211 0.289 0.036 -0.145
F 0.7831 -0.9292 -2.2390 0.019 0.120 1.299
F 0.8803 -2.2827 -0.5329 -0.491 0.521 -0.197
F -0.9570 -1.0876 -0.9366 0.621 -1.250 -0.487
S 0.7953 0.1850 0.3579 -2.886 0.337 0.851
```
Forces are in eV/Å.

Computed properties:
Net charge: 0
LUMO level in eV: -1.1
Calculated total energy in Ha: -1221.10336

=====

This record from the OMol25 dataset describes a structure of composition C3FeO3 in a non-equilibrium geometry. The level of theory is ωB97M-V/def2-TZVPD.

```
7
Properties=species:S:1:pos:R:3:forces:R:3
C -0.4103 -1.1727 -1.3652 0.064 -1.625 1.934
C -0.0924 0.1689 -1.3993 0.053 2.819 -3.934
O -0.4239 1.1358 -2.1170 0.552 -1.437 2.526
O -0.1007 0.1613 2.1437 -0.082 0.378 0.702
O 1.1162 -0.0515 -0.7746 -0.235 0.095 0.514
C -0.3923 0.9254 2.9291 0.053 -0.100 -0.177
Fe 0.3034 -1.1672 0.5832 -0.406 -0.129 -1.564
```
Forces are in eV/Å.

Computed properties:
Net charge: 0
LUMO level (alpha / beta) in eV: -1.4 / -1.6
⟨S²⟩: 6.05
Calculated total energy in Ha: -1603.50957
Spin multiplicity: 5

=====

This record from the OMol25 dataset describes a structure of composition C3H10AsBrN2S4Sn in a non-equilibrium geometry. The level of theory is ωB97M-V/def2-TZVPD.

```
22
Properties=species:S:1:pos:R:3:forces:R:3
Sn -1.4875 -1.1681 1.9426 0.438 -0.367 -0.146
N 2.2707 -0.9822 -2.7940 0.081 1.554 0.852
C 2.8279 0.2259 -2.1492 -0.525 0.444 0.093
C 1.6938 0.8079 -1.3383 -1.349 0.111 -0.239
C 0.9869 -0.2110 -0.4269 0.708 -0.842 -0.489
N -0.0541 0.3241 0.4799 0.784 -0.919 -0.513
H 2.9801 -1.4923 -3.2176 1.542 -1.248 -0.898
H 1.6820 -0.6685 -3.5410 -0.532 0.061 -0.406
H 3.2389 1.0698 -2.7582 -0.443 -0.812 -0.350
H 3.6627 0.0405 -1.4792 0.022 -0.816 0.133
H 0.9319 1.2437 -2.0030 0.147 -0.075 -0.117
H 2.0997 1.6438 -0.8118 0.115 0.645 0.878
H 1.7941 -0.7125 0.0895 0.045 -0.062 0.937
H 0.5658 -1.0421 -0.9873 -0.250 0.326 -0.352
H -0.6806 0.8192 -0.1352 -0.504 0.476 0.233
H 0.4481 0.9624 1.0622 -0.230 0.894 0.584
S -5.5321 1.8946 4.3154 0.640 -0.278 -0.604
As -4.1122 0.5861 3.5507 -0.280 1.004 0.644
S -2.1747 1.1730 2.7405 -0.719 0.270 -0.294
S -4.6994 -1.4136 2.8625 0.336 -0.092 0.149
S -3.7260 -1.1660 4.7910 -0.095 -0.623 0.036
Br -2.7161 -1.9345 -0.1925 0.068 0.349 -0.134
```
Forces are in eV/Å.

Computed properties:
Net charge: 0
LUMO level in eV: -0.8
Calculated total energy in Ha: -6846.72261
Energy relative to the best compared isomer or geometry (same formula, charge and spin) in kcal per mole: 0.8

=====

This record from the OMol25 dataset describes the molecule C3H10Cl3NSi2 in a non-equilibrium geometry. The level of theory is ωB97M-V/def2-TZVPD.

```
19
Properties=species:S:1:pos:R:3:forces:R:3
C 1.5970 -0.7038 -1.5081 -2.794 2.382 -2.188
C 0.4306 -1.3643 1.1603 2.313 -0.564 1.652
C 1.1199 1.6650 0.6590 2.521 -1.315 -0.496
N -1.1038 0.5025 -0.6369 -0.631 -0.369 -0.366
Si 0.5161 -0.0395 -0.0952 -1.183 2.133 -0.731
Si -2.7572 0.1956 -0.0661 3.464 1.860 0.089
Cl -3.0344 1.1254 1.7967 -0.016 -0.590 -0.810
Cl -2.9886 -1.7568 0.0434 -0.354 -1.449 0.436
Cl -4.0498 0.9127 -1.3799 -0.886 0.589 -0.676
H 2.5625 -0.4000 -1.2779 2.053 0.449 0.057
H 1.5244 -1.7289 -1.5387 0.019 -2.567 0.294
H 1.3060 -0.4318 -2.6192 0.618 0.082 2.285
H 0.5033 -0.9418 2.2159 -1.090 -0.780 -1.137
H -0.1922 -2.2349 0.9417 -0.579 0.533 0.501
H 1.4357 -1.8767 1.1416 -0.467 0.574 -0.289
H 0.9684 1.5362 1.7397 0.237 0.256 -0.130
H 2.2671 1.6833 0.4327 -1.732 0.161 0.791
H 0.7496 2.6605 0.3721 -0.293 -0.719 -0.257
H -0.8546 1.1973 -1.3814 -1.201 -0.667 0.976
```
Forces are in eV/Å.

Computed properties:
Structure (SMILES): C[Si](C)(C)N[Si](Cl)(Cl)Cl
Net charge: 0
LUMO level in eV: 0.5
Calculated total energy in Ha: -2134.83895
Energy relative to the best compared isomer or geometry (same formula, charge and spin) in kcal per mole: 0.0